# C3H7NO2S

2 unconnected molecules or ions with the total composition C3H7NO2S at a distorted geometry (ωB97M-V with the def2-TZVPD basis set, the OMol25 dataset).

Output
calculated total energy: -721.851869 a.u.
gap between HOMO and LUMO: 10.217 eV
net charge: 0
F_max: 4.33 eV/A
relative energy (zero: lowest compared OMol25 entry of this formula, charge and spin): 290.8 kJ/mol

Last columns: bonded neighbours and bond lengths (Å).
Positions of all 14 atoms, in Å:
1 C 0.706 -0.037 0.299  C3 1.515, O5 1.233, H8 1.154
2 C -1.542 0.414 -0.747  C3 1.596, H9 1.025, H10 1.016, H11 1.041
3 C -0.745 -0.471 0.315  C1 1.515, C2 1.596, H12 1.156, H13 1.094
4 N 4.626 -0.367 -1.032  S7 1.519, H14 0.999
5 O 1.663 -0.814 0.297  C1 1.233
6 O 3.769 1.397 0.383  S7 1.461
7 S 3.968 -0.048 0.300  N4 1.519, O6 1.461
8 H 0.939 1.079 0.475  C1 1.154
9 H -2.527 0.162 -0.622  C2 1.025
10 H -1.195 0.166 -1.669  C2 1.016
11 H -1.354 1.423 -0.576  C2 1.041
12 H -0.765 -1.603 0.078  C3 1.156
13 H -0.832 -0.177 1.365  C3 1.094
14 H 4.678 -1.344 -1.233  N4 0.999

Here are the Mulliken charges for atoms 1 to 8, given in e: atom 1 (C): 0.06, atom 2 (C): -1.19, atom 3 (C): -0.23, atom 4 (N): -0.47, atom 5 (O): -0.49, atom 6 (O): -0.50, atom 7 (S): 0.63, atom 8 (H): 0.30